No. 1
{"formula": "C31H40N3O2", "method": "wB97M-V/def2-TZVPD", "total_charge": 1, "gap_ev": 4.731, "symbols": ["C", "O", "C", "O", "C", "C", "C", "C", "N", "C", "C", "C", "C", "C", "C", "H", "H", "H", "H", "H", "H", "H", "H", "H", "H", "H", "H", "H", "H", "H", "H", "H", "H", "H", "C", "N", "C", "C", "C", "C", "C", "C", "C", "C", "C", "C", "C", "C", "N", "C", "C", "C", "C", "C", "C", "H", "H", "H", "H", "H", "H", "H", "H", "H", "H", "H", "H", "H", "H", "H", "H", "H", "H", "H", "H", "H"], "coordinates": [[-1.261, 1.722, -0.422], [-0.878, 1.737, -1.761], [0.123, 2.645, -1.944], [0.592, 3.331, -1.063], [0.602, 2.781, -3.373], [-0.321, 3.708, -4.183], [0.591, 4.633, -5.021], [2.037, 4.274, -4.645], [1.977, 3.358, -3.480], [3.139, 2.693, -2.976], [3.385, 2.720, -1.657], [4.582, 2.118, -0.996], [5.645, 1.617, -1.992], [4.991, 0.987, -3.229], [4.065, 1.997, -3.930], [-2.150, 1.099, -0.310], [-0.440, 1.323, 0.178], [-1.480, 2.743, -0.101], [0.641, 1.781, -3.825], [-1.011, 3.132, -4.810], [-0.942, 4.288, -3.491], [0.419, 4.500, -6.096], [0.378, 5.687, -4.805], [2.560, 3.774, -5.467], [2.627, 5.154, -4.367], [2.665, 3.231, -1.044], [5.026, 2.853, -0.311], [4.257, 1.284, -0.362], [6.277, 2.455, -2.310], [6.331, 0.907, -1.510], [5.748, 0.600, -3.926], [4.402, 0.115, -2.917], [3.467, 1.502, -4.704], [4.665, 2.750, -4.453], [0.859, -7.518, 0.674], [-0.078, -6.616, 0.007], [-0.818, -7.047, -1.197], [-1.797, -5.882, -1.472], [-1.548, -4.893, -0.361], [-0.501, -5.362, 0.460], [-0.048, -4.584, 1.528], [-0.664, -3.390, 1.798], [-1.780, -2.933, 1.044], [-2.506, -1.748, 1.324], [-2.506, -0.910, 2.469], [-3.197, 0.328, 2.391], [-3.176, 1.203, 3.445], [-2.471, 0.886, 4.625], [-2.555, 1.956, 5.523], [-1.808, 2.116, 6.768], [-3.374, 3.061, 4.987], [-3.817, 2.561, 3.593], [-1.848, -0.358, 4.752], [-1.888, -1.241, 3.705], [-2.172, -3.705, -0.080], [1.114, -7.151, 1.666], [0.418, -8.508, 0.777], [1.771, -7.610, 0.086], [-0.110, -7.212, -2.016], [-1.328, -7.993, -0.992], [-1.605, -5.416, -2.445], [-2.842, -6.216, -1.473], [0.792, -4.921, 2.108], [-0.247, -2.759, 2.562], [-3.170, -1.432, 0.538], [-3.738, 0.587, 1.499], [-1.143, 1.272, 6.935], [-1.210, 3.025, 6.733], [-2.496, 2.193, 7.608], [-4.217, 3.245, 5.661], [-2.772, 3.974, 4.940], [-3.489, 3.235, 2.792], [-4.907, 2.476, 3.520], [-1.364, -0.614, 5.677], [-1.495, -2.230, 3.854], [-2.977, -3.368, -0.708]]}

No. 2
{"formula": "C31H41As3N4NiO", "method": "wB97M-V/def2-TZVPD", "s2": 2.01, "total_charge": 2, "multiplicity": 3, "gap_ev": [5.988, 4.867], "symbols": ["Ni", "C", "O", "C", "C", "C", "C", "C", "C", "C", "N", "C", "C", "N", "C", "C", "C", "C", "N", "C", "C", "N", "C", "C", "C", "C", "H", "H", "H", "H", "H", "H", "H", "H", "H", "H", "H", "H", "H", "H", "C", "As", "C", "C", "C", "C", "C", "As", "C", "C", "C", "As", "C", "C", "H", "H", "H", "H", "H", "H", "H", "H", "H", "H", "H", "H", "H", "H", "H", "H", "H", "H", "H", "H", "H", "H", "H", "H", "H", "H", "H"], "coordinates": [[-0.643, 2.083, -1.105], [0.495, -11.504, -1.766], [-0.666, -10.688, -1.669], [-0.530, -9.364, -1.639], [-1.719, -8.623, -1.555], [-1.683, -7.253, -1.533], [-0.457, -6.570, -1.587], [0.722, -7.312, -1.660], [0.695, -8.692, -1.684], [-0.466, -5.121, -1.561], [-1.553, -4.373, -1.479], [-1.126, -3.089, -1.481], [0.262, -3.027, -1.563], [0.661, -4.335, -1.614], [0.978, -1.803, -1.611], [2.373, -1.662, -1.725], [2.923, -0.405, -1.793], [2.084, 0.710, -1.738], [0.772, 0.605, -1.611], [0.206, -0.622, -1.547], [-1.228, -0.677, -1.421], [-1.888, 0.502, -1.317], [-3.211, 0.501, -1.263], [-3.965, -0.674, -1.297], [-3.315, -1.884, -1.356], [-1.912, -1.901, -1.414], [0.136, -12.528, -1.789], [1.145, -11.366, -0.900], [1.047, -11.293, -2.684], [-2.653, -9.167, -1.512], [-2.594, -6.675, -1.478], [1.686, -6.817, -1.702], [1.623, -9.243, -1.737], [1.603, -4.672, -1.702], [3.008, -2.537, -1.763], [3.990, -0.266, -1.897], [2.488, 1.712, -1.810], [-3.699, 1.464, -1.178], [-5.043, -0.614, -1.270], [-3.849, -2.825, -1.362], [-1.381, 2.070, 2.633], [-0.074, 1.880, 1.194], [0.685, 0.174, 1.755], [1.499, 3.010, 1.582], [1.488, 4.522, 1.296], [2.856, 5.064, 1.746], [1.406, 4.840, -0.209], [-0.171, 4.354, -1.273], [-1.575, 5.602, -0.757], [0.343, 5.156, -2.967], [0.335, 5.227, 2.043], [0.663, 5.845, 3.920], [0.715, 4.142, 4.905], [-1.213, 6.265, 4.301], [-1.903, 3.024, 2.602], [-0.896, 1.942, 3.598], [-2.113, 1.273, 2.501], [0.938, 0.236, 2.812], [1.585, -0.054, 1.185], [-0.039, -0.628, 1.613], [2.297, 2.541, 0.995], [1.732, 2.844, 2.635], [3.664, 4.651, 1.137], [3.054, 4.811, 2.787], [2.879, 6.151, 1.656], [2.244, 4.365, -0.731], [1.522, 5.918, -0.340], [-1.155, 6.602, -0.669], [-2.057, 5.320, 0.177], [-2.323, 5.603, -1.549], [0.583, 6.205, -2.798], [-0.486, 5.090, -3.669], [1.205, 4.652, -3.400], [-0.563, 4.603, 2.023], [0.089, 6.159, 1.529], [1.655, 3.615, 4.748], [-0.124, 3.499, 4.636], [0.643, 4.381, 5.965], [-1.526, 7.146, 3.744], [-1.314, 6.482, 5.363], [-1.865, 5.425, 4.052]]}

No. 3
{"formula": "C31H41BBiNO4PS6", "method": "wB97M-V/def2-TZVPD", "total_charge": -1, "relative_energy_ev": 0.348, "gap_ev": 6.224, "symbols": ["Bi", "S", "C", "C", "C", "C", "C", "C", "S", "C", "C", "C", "C", "C", "C", "C", "S", "C", "C", "C", "C", "C", "C", "S", "N", "H", "H", "H", "H", "H", "H", "H", "H", "H", "H", "H", "H", "H", "H", "H", "C", "C", "C", "O", "B", "O", "C", "C", "C", "H", "H", "H", "H", "H", "H", "H", "H", "H", "H", "H", "H", "C", "C", "C", "O", "P", "S", "S", "O", "C", "C", "C", "H", "H", "H", "H", "H", "H", "H", "H", "H", "H", "H", "H", "H", "H"], "coordinates": [[-0.907, 0.148, 0.876], [-4.034, 0.057, 0.432], [-4.601, 1.653, 0.285], [-5.981, 1.889, 0.462], [-6.506, 3.154, 0.491], [-5.674, 4.263, 0.347], [-4.328, 4.063, 0.116], [-3.794, 2.784, 0.040], [-2.042, 2.703, -0.361], [-2.080, 2.219, -2.152], [-1.684, 0.821, -2.526], [-1.054, 0.546, -3.736], [-0.771, -0.774, -4.058], [-1.104, -1.776, -3.164], [-1.729, -1.414, -1.977], [-2.122, -2.394, -0.937], [-0.868, -2.481, 0.479], [-2.012, -3.026, 1.755], [-2.410, -4.355, 1.661], [-3.346, -4.881, 2.527], [-3.886, -4.063, 3.513], [-3.464, -2.762, 3.640], [-2.516, -2.205, 2.768], [-2.036, -0.574, 3.100], [-2.007, -0.147, -1.688], [-6.618, 1.028, 0.605], [-7.570, 3.286, 0.642], [-6.076, 5.264, 0.409], [-3.661, 4.908, -0.003], [-1.424, 2.939, -2.639], [-3.110, 2.395, -2.466], [-0.797, 1.344, -4.417], [-0.281, -1.012, -4.992], [-0.884, -2.812, -3.369], [-2.177, -3.408, -1.321], [-3.056, -2.090, -0.465], [-1.976, -4.969, 0.887], [-3.653, -5.912, 2.425], [-4.639, -4.454, 4.182], [-3.866, -2.118, 4.406], [1.066, -0.140, 5.533], [1.982, -0.299, 4.313], [3.034, -1.363, 4.611], [1.162, -0.747, 3.225], [0.882, 0.316, 2.417], [1.574, 1.424, 2.774], [2.534, 1.069, 3.787], [2.616, 2.194, 4.815], [3.885, 0.926, 3.091], [0.579, -1.092, 5.733], [0.287, 0.590, 5.333], [1.641, 0.159, 6.405], [2.527, -2.250, 4.986], [3.733, -1.008, 5.364], [3.571, -1.635, 3.710], [1.631, 2.491, 5.161], [3.079, 3.056, 4.342], [3.226, 1.887, 5.662], [3.828, 0.179, 2.305], [4.673, 0.667, 3.794], [4.137, 1.866, 2.607], [3.894, -1.908, -4.682], [2.943, -1.750, -3.499], [2.389, -3.091, -3.033], [3.672, -1.158, -2.433], [3.154, 0.184, -1.685], [4.494, 0.569, -0.324], [1.176, -0.057, -1.316], [3.303, 1.274, -2.898], [2.268, 2.056, -3.458], [2.241, 3.442, -2.820], [2.519, 2.134, -4.963], [3.364, -2.292, -5.552], [4.692, -2.599, -4.419], [4.343, -0.946, -4.920], [2.099, -1.099, -3.771], [3.214, -3.731, -2.729], [1.832, -3.573, -3.835], [1.731, -2.935, -2.180], [1.307, 1.562, -3.258], [3.222, 3.908, -2.888], [1.974, 3.356, -1.768], [1.510, 4.070, -3.327], [3.490, 2.594, -5.144], [1.747, 2.731, -5.444], [2.523, 1.136, -5.398]]}

No. 4
{"formula": "C31H41BN5O2SScSe", "method": "wB97M-V/def2-TZVPD", "total_charge": -2, "relative_energy_ev": 0.700, "gap_ev": 6.264, "symbols": ["Sc", "C", "C", "C", "C", "C", "C", "C", "C", "C", "C", "C", "C", "C", "C", "C", "C", "C", "H", "H", "H", "H", "H", "H", "H", "H", "H", "H", "H", "H", "H", "H", "H", "H", "H", "H", "H", "H", "H", "H", "H", "H", "H", "H", "H", "H", "H", "B", "N", "C", "C", "C", "N", "N", "C", "C", "C", "N", "H", "H", "H", "H", "H", "H", "H", "H", "O", "C", "O", "C", "C", "C", "C", "C", "C", "S", "H", "H", "H", "H", "Se", "C", "N"], "coordinates": [[-0.118, -0.986, 0.226], [1.353, 1.132, -0.059], [0.994, 1.561, -1.384], [0.038, 2.603, -1.226], [-0.131, 2.805, 0.167], [0.681, 1.942, 0.898], [0.976, 2.124, 2.383], [1.555, 3.537, 2.576], [-0.292, 2.014, 3.243], [2.032, 1.130, 2.872], [-0.737, 3.466, -2.230], [-1.649, 2.636, -3.147], [-1.668, 4.441, -1.490], [0.198, 4.366, -3.056], [1.888, 1.147, -2.567], [1.238, 1.077, -3.955], [2.491, -0.246, -2.351], [3.068, 2.141, -2.619], [2.221, 0.528, 0.173], [-0.808, 3.519, 0.616], [0.849, 4.303, 2.254], [2.469, 3.656, 1.987], [1.796, 3.707, 3.631], [-1.039, 2.745, 2.922], [-0.057, 2.202, 4.297], [-0.726, 1.022, 3.170], [2.926, 1.172, 2.245], [1.660, 0.108, 2.871], [2.325, 1.379, 3.897], [-2.451, 2.174, -2.566], [-1.130, 1.826, -3.645], [-2.112, 3.281, -3.904], [-2.396, 3.915, -0.869], [-2.221, 5.035, -2.225], [-1.107, 5.125, -0.850], [0.879, 3.808, -3.690], [0.803, 4.980, -2.384], [-0.389, 5.032, -3.699], [0.429, 0.348, -3.965], [1.995, 0.751, -4.675], [0.849, 2.029, -4.306], [1.715, -1.012, -2.314], [3.090, -0.312, -1.445], [3.141, -0.495, -3.195], [2.728, 3.161, -2.796], [3.768, 1.865, -3.418], [3.606, 2.130, -1.668], [-2.979, -2.301, 1.984], [-3.235, -0.951, 1.239], [-4.396, -0.303, 1.114], [-4.182, 0.877, 0.420], [-2.818, 0.856, 0.137], [-2.256, -0.240, 0.644], [-2.358, -3.293, 0.964], [-2.806, -4.511, 0.639], [-1.922, -5.089, -0.254], [-0.936, -4.118, -0.431], [-1.204, -3.046, 0.312], [-4.065, -2.738, 2.305], [-2.246, -2.126, 2.919], [-5.292, -0.730, 1.532], [-4.904, 1.628, 0.148], [-2.201, 1.567, -0.389], [-3.720, -4.879, 1.074], [-1.983, -6.058, -0.717], [-0.060, -4.130, -1.059], [0.504, -1.913, 4.229], [0.576, -2.128, 3.030], [0.180, -1.275, 2.136], [1.157, -3.431, 2.528], [1.081, -4.494, 3.428], [1.575, -5.749, 3.122], [2.184, -5.943, 1.887], [2.278, -4.896, 0.992], [1.763, -3.620, 1.274], [1.990, -2.405, 0.010], [0.614, -4.296, 4.384], [1.485, -6.563, 3.831], [2.582, -6.915, 1.618], [2.746, -5.043, 0.026], [-1.436, -1.130, -2.389], [-0.505, -2.359, -3.380], [0.061, -3.126, -4.038]]}

No. 5
{"formula": "C31H41FN4PPt", "method": "wB97M-V/def2-TZVPD", "total_charge": 3, "relative_energy_ev": 0.000, "gap_ev": 4.295, "symbols": ["Pt", "C", "C", "C", "C", "C", "C", "C", "H", "H", "H", "H", "H", "H", "H", "H", "C", "C", "C", "C", "C", "C", "C", "C", "C", "C", "C", "C", "N", "C", "C", "C", "C", "C", "C", "F", "H", "H", "H", "H", "H", "H", "H", "H", "H", "H", "H", "H", "H", "H", "H", "H", "H", "H", "H", "H", "H", "C", "N", "C", "N", "C", "N", "C", "P", "C", "C", "H", "H", "H", "H", "H", "H", "H", "H", "H", "H", "H", "H"], "coordinates": [[1.429, 0.453, 0.685], [2.305, 0.295, 3.973], [2.923, 0.354, 2.604], [3.547, -0.757, 2.047], [4.350, -0.670, 0.877], [4.399, 0.499, 0.171], [3.628, 1.601, 0.626], [2.945, 1.571, 1.851], [3.094, 0.323, 4.726], [1.742, -0.626, 4.121], [1.649, 1.147, 4.151], [3.507, -1.696, 2.588], [4.918, -1.533, 0.559], [5.005, 0.599, -0.719], [3.684, 2.538, 0.093], [2.543, 2.476, 2.292], [-1.253, -0.665, 3.603], [-1.246, 0.449, 2.540], [-1.803, 1.739, 3.130], [-1.977, -0.038, 1.314], [-3.318, 0.189, 1.159], [-4.041, -0.462, 0.153], [-3.444, -1.391, -0.685], [-2.107, -1.732, -0.589], [-1.600, -2.732, -1.625], [-1.546, -2.135, -3.035], [-2.484, -3.993, -1.611], [-1.329, -0.954, 0.381], [0.035, -1.058, 0.357], [0.509, -2.332, 0.217], [-0.161, -3.422, 0.856], [0.313, -4.702, 0.737], [1.457, -4.941, -0.031], [2.140, -3.908, -0.678], [1.681, -2.628, -0.536], [2.262, -1.639, -1.201], [-0.716, -0.326, 4.488], [-0.778, -1.582, 3.254], [-2.274, -0.904, 3.904], [-0.187, 0.589, 2.248], [-2.815, 1.607, 3.511], [-1.814, 2.559, 2.414], [-1.194, 2.040, 3.983], [-3.844, 0.837, 1.846], [-5.102, -0.268, 0.053], [-4.053, -1.873, -1.436], [-0.598, -3.081, -1.380], [-2.501, -1.698, -3.329], [-1.314, -2.926, -3.747], [-0.767, -1.380, -3.130], [-3.451, -3.816, -2.080], [-2.656, -4.370, -0.603], [-1.990, -4.774, -2.187], [-1.002, -3.195, 1.499], [-0.172, -5.519, 1.253], [1.832, -5.952, -0.126], [3.003, -4.104, -1.301], [-1.599, 2.973, -2.642], [-0.418, 2.364, -3.258], [0.587, 3.397, -3.510], [0.939, 4.132, -2.295], [-0.266, 4.718, -1.706], [-1.290, 3.713, -1.418], [-0.884, 2.826, -0.339], [0.631, 1.903, -0.848], [0.109, 1.252, -2.489], [1.701, 3.337, -1.362], [-2.337, 2.198, -2.425], [-2.032, 3.667, -3.362], [0.175, 4.105, -4.228], [1.480, 2.946, -3.943], [-0.676, 5.431, -2.421], [-0.008, 5.257, -0.794], [-1.686, 2.125, -0.108], [-0.657, 3.400, 0.563], [-0.665, 0.497, -2.336], [0.960, 0.790, -2.995], [2.609, 2.962, -1.837], [1.964, 3.925, -0.480]]}

No. 6
{"formula": "C31H41IN2O10Si2", "method": "wB97M-V/def2-TZVPD", "gap_ev": 8.174, "symbols": ["C", "C", "C", "I", "Si", "C", "C", "O", "C", "O", "C", "C", "O", "O", "O", "Si", "C", "C", "C", "C", "C", "C", "C", "C", "C", "C", "C", "O", "H", "H", "H", "H", "H", "H", "H", "H", "H", "H", "H", "H", "H", "H", "H", "H", "H", "H", "H", "H", "H", "H", "H", "H", "H", "H", "H", "H", "H", "H", "H", "C", "C", "C", "C", "C", "C", "N", "O", "O", "H", "H", "H", "H", "H", "C", "C", "C", "C", "C", "C", "N", "O", "O", "H", "H", "H", "H", "H"], "coordinates": [[5.737, -1.171, 1.451], [4.852, -0.090, 0.827], [3.443, -0.493, 0.372], [2.476, -1.794, 1.778], [3.367, -1.280, -1.337], [4.804, -2.450, -1.560], [4.897, -3.033, -2.975], [6.083, -2.623, -3.696], [7.203, -3.281, -3.353], [7.981, -3.699, -4.149], [3.495, 0.025, -2.710], [4.342, 1.196, -2.360], [5.519, 1.144, -2.179], [3.646, 2.376, -2.171], [2.008, -2.169, -1.612], [0.446, -1.594, -1.434], [-0.295, -1.015, -3.068], [-1.053, 0.265, -2.804], [-0.376, 1.478, -2.946], [-0.982, 2.693, -2.671], [-2.300, 2.711, -2.239], [-2.994, 1.518, -2.111], [-2.395, 0.288, -2.392], [-3.233, -0.954, -2.236], [-0.565, -2.899, -0.553], [-1.304, -3.928, -1.413], [-2.514, -4.549, -0.701], [-0.360, -4.921, -1.826], [5.526, -2.168, 1.077], [6.778, -0.958, 1.213], [5.665, -1.172, 2.534], [4.730, 0.703, 1.563], [5.388, 0.351, -0.011], [2.831, 0.406, 0.379], [4.727, -3.254, -0.832], [5.703, -1.873, -1.341], [4.081, -2.722, -3.617], [4.897, -4.119, -2.931], [7.364, -3.384, -2.272], [2.506, 0.330, -3.042], [3.972, -0.482, -3.550], [3.362, 2.704, -3.032], [0.526, -0.391, -0.571], [-0.966, -1.757, -3.493], [0.481, -0.820, -3.805], [0.654, 1.466, -3.277], [-0.429, 3.613, -2.792], [-2.773, 3.656, -2.015], [-4.022, 1.552, -1.779], [-3.229, -1.325, -1.214], [-4.256, -0.731, -2.529], [-2.901, -1.741, -2.906], [0.163, -3.456, 0.037], [-1.228, -2.409, 0.157], [-1.660, -3.476, -2.337], [-3.406, -4.477, -1.318], [-2.730, -4.036, 0.233], [-2.334, -5.593, -0.456], [-0.563, -5.746, -1.383], [-4.518, 7.270, 1.354], [-5.017, 6.788, 2.558], [-5.132, 5.424, 2.768], [-4.738, 4.566, 1.758], [-4.242, 5.021, 0.552], [-4.134, 6.388, 0.353], [-4.841, 3.113, 1.977], [-5.298, 2.736, 3.037], [-4.465, 2.381, 1.086], [-4.427, 8.336, 1.197], [-5.317, 7.476, 3.336], [-5.519, 5.032, 3.696], [-3.946, 4.319, -0.211], [-3.747, 6.764, -0.584], [-1.982, 0.937, 6.333], [-3.061, 0.105, 6.069], [-2.951, -0.898, 5.121], [-1.748, -1.045, 4.457], [-0.660, -0.226, 4.697], [-0.786, 0.774, 5.646], [-1.612, -2.117, 3.458], [-2.578, -2.816, 3.230], [-0.529, -2.237, 2.919], [-2.075, 1.718, 7.075], [-3.993, 0.238, 6.600], [-3.780, -1.552, 4.901], [0.262, -0.369, 4.152], [0.052, 1.426, 5.850]]}